Entry 1:
C5H6Cl3OP | wB97M-V/def2-TZVPD

Geometry as XYZ:
```
16
Properties=species:S:1:pos:R:3:forces:R:3
C 0.098222 -2.224199 1.437154 3.281 -0.041 -1.304
C -2.015533 1.151670 0.137824 -1.296 -0.652 3.164
C 0.708383 -1.140801 1.038118 -1.146 0.603 -0.634
C -0.967069 0.500223 -0.288217 1.930 -0.303 -0.719
C 1.868051 -0.294425 0.992959 -0.028 2.163 0.280
O 1.072609 0.323685 -2.236123 1.313 -0.848 0.568
P -0.239138 0.845770 -1.909394 -0.122 -0.100 0.596
Cl -3.133982 2.129741 -0.762457 0.107 0.077 0.006
Cl -1.456214 0.210792 -3.346815 -0.960 -0.085 -0.335
Cl -0.102022 2.841020 -2.176882 -0.394 0.407 0.171
H 0.708963 -3.187929 1.400271 -0.927 1.277 0.650
H -0.913733 -2.161441 1.598586 -2.312 -0.517 0.116
H -2.353718 1.022412 1.251540 0.470 0.362 -2.237
H 2.758043 -0.769393 1.327126 0.548 -0.712 1.661
H 1.663769 0.734556 1.453425 0.302 -1.732 0.117
H 2.303368 0.018317 0.082886 -0.766 0.100 -2.099
```
Positions in Å, forces in eV/Å.

Computed properties:
LUMO level (alpha / beta), eV: -1.941 / -1.259
E_HOMO (alpha / beta), eV: -8.8 / -9.2
Total charge: 0
Spin multiplicity: 1

=====

Entry 2:
C19H22N3O3Se2Zn | wB97M-V/def2-TZVPD

Geometry as XYZ:
```
50
Properties=species:S:1:pos:R:3:forces:R:3
Zn -0.463782 0.491307 0.412005 -0.054 -0.084 -0.123
C -3.324792 -0.686010 -2.848152 -0.015 -0.020 -0.003
C -2.623016 -0.025160 -1.704158 0.014 -0.035 0.015
N -1.770952 -0.611397 -0.946228 -0.002 0.011 0.014
N -1.483990 -1.917664 -1.139476 -0.011 -0.046 -0.066
C -0.556693 -2.307024 -0.258020 -0.088 0.004 0.095
O -0.013761 -1.594045 0.617557 0.049 0.024 -0.026
C -0.163818 -3.751083 -0.339627 0.034 0.000 -0.022
C -0.853859 -4.656089 -1.141232 0.009 0.020 -0.008
C -0.461261 -5.984668 -1.190614 -0.009 -0.004 0.003
C 0.626465 -6.418818 -0.443584 0.000 -0.011 -0.005
C 1.318022 -5.518442 0.354602 0.008 -0.002 0.016
C 0.921712 -4.190614 0.410023 -0.002 0.012 -0.007
C -2.886192 1.389711 -1.375586 -0.028 0.069 0.014
C -3.779024 2.181652 -2.096282 0.024 -0.025 0.019
C -3.962226 3.499515 -1.710540 0.007 0.012 0.014
C -3.262077 3.995219 -0.622494 -0.019 0.004 -0.019
C -2.396379 3.137751 0.042146 0.012 -0.009 0.005
N -2.220613 1.879955 -0.326417 0.020 0.013 0.013
H -2.888660 -1.666575 -3.014500 0.002 0.000 0.006
H -3.231192 -0.089125 -3.757761 0.008 -0.001 -0.005
H -4.391366 -0.807415 -2.638550 -0.004 0.010 -0.001
H -1.693815 -4.297692 -1.719771 -0.002 -0.004 -0.002
H -1.004227 -6.684816 -1.814053 0.000 -0.002 -0.001
H 0.934357 -7.456772 -0.484751 0.000 -0.001 -0.002
H 2.169473 -5.850931 0.935551 -0.002 -0.003 0.002
H 1.443145 -3.470857 1.026647 0.001 0.003 0.001
H -4.316136 1.774215 -2.941055 0.002 -0.008 -0.001
H -4.648613 4.134313 -2.257476 -0.002 0.001 -0.003
H -3.379513 5.017668 -0.291020 -0.002 0.002 -0.002
H -1.819554 3.444919 0.909203 0.000 0.004 0.001
O 4.152644 2.548505 3.318274 0.029 0.060 0.027
C 3.706052 2.830678 1.988019 -0.007 -0.012 -0.006
C 2.452506 2.023439 1.618970 -0.003 0.008 -0.024
C 2.835006 0.542314 1.598504 -0.025 -0.012 -0.005
O 3.809096 0.249544 0.603343 0.051 -0.011 -0.001
C 1.399519 2.302678 2.696734 0.061 -0.004 0.018
Se -0.362455 1.405795 2.632361 -0.045 0.046 0.081
C 2.036386 2.575585 0.232985 0.029 0.032 0.094
Se 1.234844 1.351203 -1.085744 0.041 0.010 -0.058
H 5.108038 2.470350 3.299547 -0.007 -0.045 -0.008
H 4.486405 2.576194 1.266432 0.002 0.014 -0.002
H 3.482709 3.901928 1.904423 -0.008 -0.009 -0.001
H 1.946908 -0.076169 1.458811 0.007 0.003 0.016
H 3.274711 0.282153 2.563096 -0.007 0.006 0.006
H 3.319610 0.250056 -0.236364 -0.020 0.005 -0.015
H 1.210977 3.378608 2.709132 -0.023 -0.006 0.002
H 1.818026 2.039501 3.666934 -0.002 -0.005 -0.014
H 2.919485 2.975353 -0.269498 -0.007 -0.002 -0.009
H 1.351873 3.411256 0.387657 -0.015 -0.013 -0.023
```
Positions in Å, forces in eV/Å.

Computed properties:
LUMO level, eV: 2.556
E_HOMO, eV: -4.2
Total charge: -1
Spin multiplicity: 1

=====

Entry 3:
C21H34N2O4 | wB97M-V/def2-TZVPD

Geometry as XYZ:
```
61
Properties=species:S:1:pos:R:3:forces:R:3
C 3.321241 3.699453 1.161245 0.023 -0.096 -0.245
C 3.791981 2.692602 0.118431 0.047 -0.017 0.317
C 4.565988 1.542025 0.759170 -0.027 0.089 -0.331
H 3.912370 1.005023 1.450753 -0.006 0.008 0.115
H 5.392301 1.949318 1.347185 -0.025 -0.051 0.078
C 5.141851 0.581328 -0.283178 0.045 0.053 0.020
C 4.106407 0.033112 -1.250032 0.270 0.098 0.252
O 4.241650 0.062108 -2.455412 0.072 0.054 -0.408
N 3.015013 -0.493045 -0.649782 -0.221 -0.180 0.314
H 2.953838 -0.600644 0.354728 0.127 0.034 -0.105
C 1.949250 -1.104896 -1.385631 -0.160 0.044 -0.094
N 1.665702 -2.438510 -0.840445 0.264 -0.051 -0.390
C 1.433570 -2.655389 0.475774 -0.028 -0.777 -0.125
O 1.801279 -1.894382 1.352706 -0.013 0.405 0.378
C 0.665244 -3.930859 0.759648 -0.144 0.058 0.010
C -0.800024 -3.754333 0.337833 0.045 0.108 0.268
C -1.488848 -2.635119 1.117161 -0.121 -0.114 -0.254
C -2.897423 -2.370864 0.601727 0.201 0.002 0.128
H -3.379334 -1.597758 1.195361 -0.132 0.092 0.014
H -3.503617 -3.272811 0.656896 -0.129 -0.079 -0.017
H -2.866381 -2.036127 -0.433211 -0.046 0.046 -0.122
H -1.526909 -2.904470 2.174833 0.088 0.035 0.065
H -0.900439 -1.720176 1.027757 0.022 0.022 0.099
H -1.333152 -4.693676 0.501253 -0.014 -0.021 -0.083
H -0.853287 -3.524819 -0.730009 -0.054 -0.061 -0.051
H 0.720435 -4.134208 1.829504 0.094 0.022 -0.052
H 1.114545 -4.764573 0.216971 0.056 -0.027 0.023
H 1.272292 -3.094670 -1.496338 -0.022 0.020 0.095
C 0.647567 -0.326936 -1.354739 0.021 0.120 -0.133
C -0.245762 -0.437711 -2.407598 0.140 0.036 0.168
C -1.493883 0.143122 -2.310302 -0.124 0.112 0.225
C -1.893037 0.843524 -1.174915 0.171 -0.193 -0.101
C -0.972826 0.989436 -0.118156 -0.125 0.071 0.065
C 0.276480 0.393397 -0.227418 -0.003 0.091 -0.056
H 0.979849 0.479299 0.582752 0.048 0.048 0.127
O -1.353945 1.714717 0.981217 -0.153 -0.118 -0.459
C -0.448565 1.840727 2.051080 0.123 0.022 0.176
H -0.974230 2.423413 2.806376 0.087 -0.035 -0.013
H -0.176941 0.866380 2.469561 0.019 0.025 -0.029
H 0.456478 2.375827 1.747533 -0.002 -0.037 0.015
O -3.155857 1.338018 -1.234725 0.123 0.066 -0.168
C -3.839639 1.766572 -0.069720 -0.551 0.386 0.390
C -5.318924 1.883376 -0.427684 0.383 -0.323 -0.026
C -5.938336 0.520609 -0.712118 0.024 0.240 -0.014
H -6.979731 0.628392 -1.004838 -0.109 -0.083 -0.034
H -5.399259 0.030230 -1.518192 0.003 -0.113 -0.080
H -5.891358 -0.113495 0.170891 -0.015 -0.111 0.081
H -5.409952 2.518670 -1.309692 -0.026 0.130 0.030
H -5.838271 2.367357 0.401072 0.026 0.085 -0.001
H -3.451036 2.736097 0.262087 -0.022 -0.197 -0.029
H -3.705991 1.040075 0.738822 0.015 0.061 -0.058
H -2.205602 0.063112 -3.116809 -0.111 0.009 -0.086
H 0.028280 -0.979314 -3.300370 0.042 -0.066 -0.142
H 2.295229 -1.219477 -2.420634 -0.107 0.008 0.254
H 5.900059 1.089949 -0.880656 -0.054 -0.090 -0.020
H 5.616497 -0.265239 0.219446 0.054 -0.025 -0.045
H 2.931484 2.294784 -0.424193 -0.002 0.005 -0.081
H 4.431814 3.195767 -0.609054 0.000 -0.020 -0.096
H 2.727918 4.483812 0.697401 -0.073 0.114 0.039
H 4.172045 4.161520 1.657518 0.057 0.074 0.095
H 2.713912 3.210346 1.921144 -0.072 -0.010 0.108
```
Positions in Å, forces in eV/Å.

Computed properties:
LUMO level, eV: 0.754
SMILES: CCCCC(=O)NC(NC(=O)CCCC)c1ccc(OCCC)c(OC)c1
E_HOMO, eV: -8.1
Total charge: 0
Spin multiplicity: 1